Model one:
ORCA calculation (ωB97M-V/def2-TZVPD) on a 2-piece molecular cluster, C3H7O3 overall.

Values from the calculation:
Gap between HOMO and LUMO in eV: 3.40
Highest occupied orbital energy in eV: -1.90

```
! RIJCOSX wB97M-V def2-TZVPD def2/J DEFGRID3
* xyz -1 1
O 2.75 -5.91 4.02
C 3.68 -5.18 4.07
O 3.54 -3.97 4.89
H 4.28 -4.85 3.24
H 2.59 -3.78 4.85
C -1.30 3.08 -2.79
O -0.85 4.25 -2.31
C -2.87 2.79 -2.58
H -0.89 2.23 -2.22
H -1.04 3.09 -3.93
H -3.17 3.22 -1.60
H -3.15 1.75 -2.38
H -3.57 3.29 -3.24
*
```

***

Model two:
ORCA calculation (ωB97M-V/def2-TZVPD) on a 2-piece molecular cluster, C3H7O3 overall.

Values from the calculation:
Gap between HOMO and LUMO in eV: 7.95
Highest occupied orbital energy in eV: -3.94

```
! RIJCOSX wB97M-V def2-TZVPD def2/J DEFGRID3
* xyz -1 1
C -0.83 1.44 0.28
C 0.55 1.28 1.01
O 0.57 0.63 2.09
O 1.57 1.81 0.51
H -0.63 2.19 -0.51
H -1.56 1.81 1.01
H -1.12 0.43 -0.01
C 0.18 -1.55 -1.14
O 0.40 -2.31 0.04
H 0.40 -1.74 0.86
H 0.99 -0.80 -1.26
H -0.65 -0.88 -0.95
H 0.13 -2.29 -1.94
*
```

***

Model three:
ORCA calculation (ωB97M-V/def2-TZVPD) on a 2-piece molecular cluster, C3H7O3 overall.

Values from the calculation:
Gap between HOMO and LUMO in eV: 8.56
Highest occupied orbital energy in eV: -4.24

```
! RIJCOSX wB97M-V def2-TZVPD def2/J DEFGRID3
* xyz -1 1
C 1.02 2.09 0.90
O 0.85 2.10 -0.44
H 0.65 1.34 -1.05
H 0.11 1.63 1.44
H 1.73 1.44 1.41
H 1.09 3.20 1.13
C -1.17 -2.24 -0.30
C -0.35 -0.95 -0.73
O 0.20 -0.36 0.21
O -0.22 -0.66 -1.94
H -0.68 -3.08 -0.69
H -2.18 -2.25 -0.68
H -1.06 -2.26 0.75
*
```

***

Most stable to least stable, the ends of the list are model two and model one.

***

Model one:
ORCA calculation (ωB97M-V/def2-TZVPD) on a 2-piece molecular cluster, C3H7O3 overall.

Values from the calculation:
Gap between HOMO and LUMO in eV: 7.91
Highest occupied orbital energy in eV: -4.00

```
! RIJCOSX wB97M-V def2-TZVPD def2/J DEFGRID3
* xyz -1 1
C -0.49 -1.39 1.09
C 0.48 -0.43 1.93
O 1.14 0.37 1.25
O 0.42 -0.65 3.15
H -1.20 -0.77 0.54
H -0.88 -2.22 1.67
H 0.14 -1.84 0.30
C 0.17 1.13 -2.06
O -0.69 1.49 -0.93
H -0.13 1.32 -0.18
H -0.50 0.77 -2.83
H 0.81 1.99 -2.16
H 0.72 0.22 -1.76
*
```

***

Model two:
ORCA calculation (ωB97M-V/def2-TZVPD) on a 2-piece molecular cluster, C3H7O3 overall.

Values from the calculation:
Gap between HOMO and LUMO in eV: 8.34
Highest occupied orbital energy in eV: -4.29

```
! RIJCOSX wB97M-V def2-TZVPD def2/J DEFGRID3
* xyz -1 1
C 0.07 2.04 -0.96
C -1.04 1.45 -0.03
O -0.61 0.86 1.01
O -2.22 1.67 -0.36
H 1.02 1.80 -0.52
H -0.07 3.12 -1.05
H -0.06 1.58 -1.94
C 0.70 -2.37 0.73
O -0.20 -1.65 -0.08
H -0.36 -0.76 0.35
H 1.73 -2.12 0.48
H 0.53 -3.44 0.57
H 0.51 -2.17 1.79
*
```

***

Model three:
ORCA calculation (ωB97M-V/def2-TZVPD) on a 2-piece molecular cluster, C3H7O3 overall.

Values from the calculation:
Gap between HOMO and LUMO in eV: 7.32
Highest occupied orbital energy in eV: -3.73

```
! RIJCOSX wB97M-V def2-TZVPD def2/J DEFGRID3
* xyz -1 1
C 0.42 -1.57 -1.05
O 0.99 -0.73 -2.09
H 1.96 -0.79 -1.89
H -0.36 -2.08 -1.63
H -0.14 -1.08 -0.19
H 1.09 -2.29 -0.57
C -0.17 1.59 0.60
C -0.99 0.68 1.60
O -0.76 -0.54 1.60
O -1.83 1.25 2.42
H -0.89 2.54 0.49
H 0.03 1.10 -0.39
H 0.65 1.94 1.11
*
```

***

Most stable to least stable, the ends of the list are model two and model three.

***

Model one:
ORCA calculation (ωB97M-V/def2-TZVPD) on C5H9NO3 as an isolated structure.

Values from the calculation:
Gap between HOMO and LUMO in eV: 8.22
Highest occupied orbital energy in eV: -7.58

```
! RIJCOSX wB97M-V def2-TZVPD def2/J DEFGRID3
* xyz 0 1
C -1.79 0.14 -0.04
C 0.01 -0.07 -1.86
N -0.33 -0.05 -0.44
C -1.20 -1.16 0.26
C 0.75 0.49 0.64
C 2.03 0.12 0.41
O -0.22 -0.39 1.86
O 0.45 1.79 0.96
O -1.27 -2.34 0.20
H 0.41 -1.05 2.19
H 0.22 1.80 1.89
H -2.48 0.16 -0.89
H -1.96 0.86 0.75
H -0.12 0.93 -2.27
H 1.05 -0.37 -1.98
H -0.64 -0.78 -2.39
H 2.83 0.78 0.69
H 2.27 -0.86 0.02
*
```

***

Model two:
ORCA calculation (ωB97M-V/def2-TZVPD) on a 5-piece molecular cluster, C5H9NO3 overall.

Values from the calculation:
Gap between HOMO and LUMO in eV: 10.67
Highest occupied orbital energy in eV: -10.10

```
! RIJCOSX wB97M-V def2-TZVPD def2/J DEFGRID3
* xyz 0 1
C 2.81 0.38 0.32
C 1.93 1.30 1.17
O 0.86 1.80 0.54
O 2.25 0.25 -0.97
O 2.18 1.56 2.32
H 0.80 1.41 -0.36
H 2.06 -0.67 -1.21
H 3.79 0.86 0.23
H 2.96 -0.55 0.87
C -2.11 0.39 0.84
C -1.10 -1.40 -1.54
C -3.21 -0.09 0.73
N -0.42 -0.65 -0.96
H -1.22 0.97 0.92
H -2.87 -2.01 -0.95
H -1.28 -1.96 -2.44
H -3.15 -1.52 -0.32
H -4.27 -0.05 0.82
*
```

***

Most stable to least stable, the ends of the list are model one and model two.

***

Model one:
ORCA calculation (ωB97M-V/def2-TZVPD) on an isolated ion of composition C10H13N2 and charge +1.

Values from the calculation:
Gap between HOMO and LUMO in eV: 8.29
Highest occupied orbital energy in eV: -11.85

```
! RIJCOSX wB97M-V def2-TZVPD def2/J DEFGRID3
* xyz 1 1
C -0.38 0.51 -3.59
C -1.09 -0.16 -2.54
C 0.83 0.90 -3.08
C -0.33 -0.13 -1.46
C 1.11 0.99 1.74
C 1.19 0.32 0.59
C -0.06 0.39 2.51
C 1.87 0.71 -0.71
C 0.20 -0.74 0.50
C -1.70 -1.60 1.95
N 0.86 0.49 -1.76
N -0.85 -0.39 1.51
H -0.96 0.57 -4.58
H -1.99 -0.69 -2.58
H 1.70 1.33 -3.43
H 1.74 1.90 2.09
H 0.45 -0.14 3.32
H -0.73 1.02 3.26
H 2.27 1.78 -0.62
H 2.68 -0.02 -0.83
H 0.47 -1.81 0.48
H -1.06 -2.43 2.18
H -2.20 -1.31 2.86
H -2.49 -1.78 1.15
H -1.49 0.28 1.04
*
```

***

Model two:
ORCA calculation (ωB97M-V/def2-TZVPD) on an isolated ion of composition C10H13N2 and charge +1.

Values from the calculation:
SMILES: C[N@+]1(c2ccccc2)CCC=N1
Gap between HOMO and LUMO in eV: 10.14
Highest occupied orbital energy in eV: -13.16

```
! RIJCOSX wB97M-V def2-TZVPD def2/J DEFGRID3
* xyz 1 1
C 1.29 2.49 1.97
C 0.55 1.45 2.47
C 1.44 2.50 0.63
C 0.05 0.40 1.68
C 0.99 1.55 -0.21
C 0.29 0.46 0.32
C -1.69 -0.56 -2.13
C -2.22 -1.50 -1.19
C -1.15 -1.71 -0.12
C 1.32 -1.32 -0.97
N -0.57 -0.01 -1.88
N -0.05 -0.67 -0.61
H 1.78 3.22 2.63
H 0.21 1.46 3.60
H 2.10 3.28 0.09
H -0.51 -0.41 2.17
H 1.38 1.53 -1.21
H -2.29 0.01 -2.83
H -3.00 -1.07 -0.61
H -2.78 -2.38 -1.59
H -1.52 -1.56 0.87
H -0.65 -2.68 -0.11
H 1.22 -2.10 -1.72
H 2.08 -0.53 -1.18
H 1.72 -1.86 -0.05
*
```

***

Model three:
ORCA calculation (ωB97M-V/def2-TZVPD) on an isolated ion of composition C10H13N2 and charge +1.

Values from the calculation:
SMILES: Cn1cccc1[N+]1(C)C=CC=C1
Gap between HOMO and LUMO in eV: 8.17
Highest occupied orbital energy in eV: -12.15

```
! RIJCOSX wB97M-V def2-TZVPD def2/J DEFGRID3
* xyz 1 1
C -0.17 1.26 -2.51
C -0.66 0.16 -1.76
C 0.69 1.97 -1.73
C -0.09 0.33 -0.52
C -1.19 -2.52 -0.04
C 0.21 -2.62 0.15
C -1.55 -1.27 0.32
C 0.63 -1.48 0.75
C 1.65 1.66 0.63
C -0.71 0.21 1.94
N 0.83 1.34 -0.58
N -0.37 -0.44 0.67
H -0.41 1.54 -3.58
H -1.25 -0.55 -2.17
H 1.21 2.87 -2.07
H -1.78 -3.53 -0.25
H 0.83 -3.45 -0.17
H -2.53 -0.77 0.33
H 1.65 -1.09 1.00
H 2.22 2.56 0.40
H 0.90 1.71 1.41
H 2.37 0.90 0.89
H -1.10 1.24 1.78
H -1.45 -0.43 2.49
H 0.06 0.39 2.63
*
```

***

Most stable to least stable, the ends of the list are model two and model one.

***

Model one:
ORCA calculation (ωB97M-V/def2-TZVPD) on one molecule with the formula C3H4OS3.

Values from the calculation:
SMILES: S=COCSC=S
Gap between HOMO and LUMO in eV: 8.42
Highest occupied orbital energy in eV: -9.10

```
! RIJCOSX wB97M-V def2-TZVPD def2/J DEFGRID3
* xyz 0 1
C -1.70 -0.29 0.36
C 0.37 1.56 0.37
C 1.94 -0.03 -0.29
H -0.83 -0.71 0.95
H 0.96 2.31 -0.17
H 0.15 2.08 1.32
H 1.55 0.23 -1.25
O 1.22 0.48 0.71
S -3.06 -1.11 0.02
S -1.15 1.09 -0.48
S 3.26 -0.93 -0.12
*
```

***

Model two:
ORCA calculation (ωB97M-V/def2-TZVPD) on one molecule with the formula C3H4OS3.

Values from the calculation:
SMILES: O=C1SCSCS1
Gap between HOMO and LUMO in eV: 9.66
Highest occupied orbital energy in eV: -9.25

```
! RIJCOSX wB97M-V def2-TZVPD def2/J DEFGRID3
* xyz 0 1
C 0.05 0.71 1.65
C -0.38 -1.48 -0.18
C 0.31 0.99 -1.07
H -1.42 -1.44 0.05
H -0.16 -2.55 -0.32
H 0.09 1.66 -1.94
H 1.34 1.15 -0.74
O 0.23 1.15 2.75
S 0.67 -0.96 1.24
S 0.11 -0.70 -1.74
S -0.83 1.48 0.28
*
```

***

Most stable to least stable, the ends of the list are model two and model one.

***

Model one:
ORCA calculation (ωB97M-V/def2-TZVPD) on an isolated ion of composition C6H8N2P and charge +1.

Values from the calculation:
SMILES: CN1C=C=C/C=C\[N+]#[PH]1
Gap between HOMO and LUMO (spin up / spin down) in eV: 6.61 / 6.45
Highest occupied orbital energy (spin up / spin down) in eV: -13.55 / -13.17

```
! RIJCOSX wB97M-V def2-TZVPD def2/J DEFGRID3
* xyz 1 1
C 2.68 0.76 -0.16
C 1.71 1.81 0.17
C 2.62 -0.62 -0.27
C 0.39 1.92 0.03
C -0.63 1.20 -0.40
C -2.30 -0.54 -0.27
N 1.70 -1.62 -0.28
N -0.88 -0.10 -0.10
P 0.20 -1.54 0.19
H 3.69 1.01 -0.19
H 2.26 2.55 0.71
H 3.54 -1.07 -0.46
H -1.55 1.76 -0.76
H -2.78 0.36 -0.53
H -2.67 -1.07 0.63
H -2.38 -1.25 -1.03
H -0.31 -2.28 -0.85
*
```

***

Model two:
ORCA calculation (ωB97M-V/def2-TZVPD) on an isolated ion of composition C6H8N2P and charge +1.

Values from the calculation:
SMILES: [H]/P=[N+](C)/C=C1/C=CC=N1
Gap between HOMO and LUMO (spin up / spin down) in eV: 6.78 / 6.77
Highest occupied orbital energy (spin up / spin down) in eV: -13.48 / -13.48

```
! RIJCOSX wB97M-V def2-TZVPD def2/J DEFGRID3
* xyz 1 1
C 2.10 0.28 2.31
C 1.06 0.93 1.76
C 2.17 -1.01 1.62
C 0.52 0.04 0.72
C -0.51 0.37 -0.10
C -2.01 0.45 -1.95
N 1.27 -1.13 0.71
N -1.04 -0.32 -1.17
P -0.65 -1.84 -1.63
H 2.77 0.59 3.08
H 0.66 1.90 1.98
H 2.88 -1.79 1.83
H -0.96 1.34 0.07
H -2.35 1.33 -1.39
H -2.89 -0.15 -2.18
H -1.56 0.80 -2.88
H -1.45 -1.80 -2.79
*
```

***

Most stable to least stable, the ends of the list are model two and model one.